Record 1
Here is a structure of composition H43O21 in a non-equilibrium geometry from the Open Molecules 2025 dataset. Energies are from wB97M-V/def2-TZVPD.

Geometry as ORCA input:
```
! RIJCOSX wB97M-V def2-TZVPD def2/J DEFGRID3
* xyz 1 1
O -2.92 2.77 -1.82
H 2.03 3.34 1.98
H 1.34 0.24 -5.40
O -2.83 0.14 -3.92
H -3.10 0.57 -4.61
H 2.13 2.58 -0.95
O 4.46 1.31 0.20
H 5.20 1.20 0.67
H -3.82 -1.15 2.07
O 0.67 -3.47 1.90
H -3.24 -0.17 3.22
H -1.35 0.16 1.07
O 3.69 1.55 -2.49
H 1.00 -1.39 0.17
H 4.67 1.82 -2.59
O -3.39 -1.29 3.08
H -0.10 -0.71 0.91
H -2.67 2.02 3.22
O -1.94 -2.80 1.68
H 3.53 1.53 -1.51
H -2.53 -2.08 2.64
O 1.31 2.71 -1.16
H -2.89 2.02 -2.56
H 4.00 -1.03 1.30
O 0.06 3.58 1.02
H 1.59 -0.32 4.27
H -0.11 4.59 1.32
O 0.28 -1.20 -0.57
H 1.57 1.91 1.56
H 0.67 -0.63 -1.36
O -2.35 -0.10 -1.47
H -2.13 0.52 -2.19
H -1.59 -0.40 -1.32
O -3.69 -1.12 0.63
H -3.56 -0.39 0.04
H -4.19 -1.72 0.23
O 0.64 -0.36 4.19
H -0.72 3.09 1.26
H 0.50 -0.94 3.38
O -2.54 1.06 3.41
H -1.78 0.96 4.08
H 0.69 3.35 -0.76
O 1.76 0.13 -4.56
H 0.11 1.14 -3.69
H -2.79 -0.79 -4.30
O -2.47 -2.56 -3.36
H 1.47 -2.99 1.77
O 4.31 -2.82 0.58
H 5.11 -2.20 0.46
H 4.26 -3.39 -0.06
O -0.16 0.98 -2.83
H -0.13 1.53 -2.13
H -3.99 2.68 -1.80
O -0.62 -0.16 1.57
H -1.05 -2.82 2.07
H -2.20 -3.63 2.05
O 3.27 -0.71 1.80
H 3.37 -0.98 2.81
H 0.81 -4.54 1.74
O 2.17 2.33 2.26
H 3.73 1.46 0.67
H 2.14 0.94 -4.28
H -2.06 -1.88 -2.78
H -1.75 -3.18 -3.60
*
```

Output
Orbital gap ... 10.46 eV


Record 2
Here is the molecule C2H6N2OS2 in a non-equilibrium geometry from the Open Molecules 2025 dataset. Energies are from wB97M-V/def2-TZVPD.

Geometry as ORCA input:
```
! RIJCOSX wB97M-V def2-TZVPD def2/J DEFGRID3
* xyz 0 1
C -0.36 1.96 -1.42
S 1.02 0.70 -1.14
C 0.35 -0.44 0.24
N -0.81 -1.09 0.20
O -1.86 -0.92 -0.62
N 1.34 -0.74 1.15
S 1.74 -2.24 1.96
H -0.95 2.37 -0.57
H 0.34 2.72 -1.96
H -1.33 1.84 -2.14
H -2.18 -1.95 -0.33
H 1.97 0.01 1.59
H 0.73 -2.21 3.04
*
```

Output
SMILES string ... CS/C(=N\O)NS
Orbital gap ... 9.02 eV


Record 3
Here is a structure of composition C5H30NO12 in a non-equilibrium geometry from the Open Molecules 2025 dataset. Energies are from wB97M-V/def2-TZVPD.

Geometry as ORCA input:
```
! RIJCOSX wB97M-V def2-TZVPD def2/J DEFGRID3
* xyz -1 1
C -2.58 0.27 0.52
C -1.35 0.04 -0.33
C -0.91 -1.44 -0.29
C -2.07 -2.33 -0.65
O -2.53 -3.27 -0.06
N -0.26 1.02 0.00
C 0.17 1.21 1.45
O 1.48 0.76 1.56
H -2.13 0.47 1.49
H -3.25 1.13 0.41
H -3.09 -0.68 0.60
H -1.64 0.18 -1.41
H -0.28 -1.81 0.55
H -0.07 -1.48 -1.01
H -2.57 -2.02 -1.61
H 0.57 0.86 -0.55
H -0.52 0.96 2.26
H 0.25 2.31 1.62
H 1.38 -0.37 2.94
H 2.09 -1.62 3.76
O 1.32 -1.07 3.63
H 2.73 -1.29 -1.13
H 3.45 -0.19 -1.79
O 3.14 -1.09 -2.01
H -1.77 2.77 2.06
H -2.65 1.64 2.39
O -2.41 2.50 2.73
H -2.37 -1.54 3.50
H -0.82 -1.25 3.81
O -1.73 -0.89 3.81
H -1.45 -0.16 -3.58
H -0.92 -1.40 -4.25
O -1.74 -0.93 -4.09
H 0.44 2.84 -2.56
H -0.35 1.71 -3.19
O 0.45 2.23 -3.33
H 1.85 -0.32 1.11
H 2.12 -2.01 1.19
O 2.10 -1.34 0.50
H 3.63 -0.60 0.53
H 3.86 0.85 0.71
O 4.35 0.03 0.84
H 1.30 0.42 -3.43
H 1.61 -0.90 -2.78
O 0.87 -0.42 -3.25
H 0.14 4.07 -0.24
H -0.56 2.74 -0.63
O -0.29 3.63 -0.99
*
```

Output
Orbital gap ... 9.02 eV


Record 4
Here is a structure of composition C10H8LaN3O6 in a non-equilibrium geometry from the Open Molecules 2025 dataset. Energies are from wB97M-V/def2-TZVPD.

Geometry as ORCA input:
```
! RIJCOSX wB97M-V def2-TZVPD def2/J DEFGRID3
* xyz 2 1
O -2.51 -4.23 -4.33
C -2.21 -3.23 -3.88
La -1.29 -1.57 -0.70
C -2.02 -0.97 1.70
O -2.06 -0.57 2.78
C -1.48 0.74 -1.91
O -1.38 1.69 -2.56
C -4.04 -0.62 -1.49
O -4.81 0.22 -1.48
C 0.57 -1.58 -2.34
O 1.34 -1.59 -3.22
H -1.59 -0.96 -2.72
C 0.41 3.15 1.59
N 0.89 1.74 1.38
C 2.20 1.45 1.66
C 2.62 0.17 1.44
C 1.76 -0.81 0.98
N 0.58 -0.44 0.41
C 0.18 0.87 0.58
O -0.91 1.27 0.06
N 2.05 -2.12 1.12
H 1.20 3.73 2.11
H -0.50 3.18 2.22
H 0.21 3.60 0.60
H 2.84 2.27 1.95
H 3.61 -0.12 1.68
H 2.82 -2.43 1.70
H 1.50 -2.84 0.66
*
```

Output
Orbital gap ... 6.85 eV


Record 5
Here is the molecule C4H7NO2 from the Open Molecules 2025 dataset. Energies are from wB97M-V/def2-TZVPD.

Geometry as ORCA input:
```
! RIJCOSX wB97M-V def2-TZVPD def2/J DEFGRID3
* xyz 0 1
O 0.46 -2.16 -0.30
C -0.01 -1.11 0.08
C -1.39 -0.54 -0.19
N -1.02 0.76 -0.76
C 0.07 1.26 0.11
C 0.85 0.03 0.63
O 2.15 -0.05 0.12
H -1.99 -1.15 -0.86
H -1.95 -0.38 0.75
H -0.64 0.59 -1.68
H -0.38 1.82 0.94
H 0.73 1.92 -0.44
H 0.85 -0.01 1.74
H 2.27 -0.98 -0.14
*
```

Output
SMILES string ... O=C1CNC[C@@H]1O
Orbital gap ... 10.18 eV


Record 6
Here is the molecule C3H5NO4 in a non-equilibrium geometry from the Open Molecules 2025 dataset. Energies are from wB97M-V/def2-TZVPD.

Geometry as ORCA input:
```
! RIJCOSX wB97M-V def2-TZVPD def2/J DEFGRID3
* xyz 0 1
N 0.42 -0.67 -1.68
C -0.04 -0.54 -0.37
C 0.97 0.26 0.59
O 2.06 0.76 0.39
O 0.68 0.10 1.87
C -1.31 -0.06 -0.24
O -2.02 -0.12 -1.28
O -1.51 0.80 0.88
H -0.36 -0.62 -2.31
H 0.87 0.08 -2.12
H -0.09 -1.35 0.32
H 1.17 0.69 2.36
H -0.85 0.67 1.60
*
```

Output
SMILES string ... NC(C(=O)O)C(=O)O
Orbital gap ... 10.54 eV


Record 7
Here is a structure of composition C19H31GeN3O6PtS3Se in a non-equilibrium geometry from the Open Molecules 2025 dataset. Energies are from wB97M-V/def2-TZVPD.

Geometry as ORCA input:
```
! RIJCOSX wB97M-V def2-TZVPD def2/J DEFGRID3
* xyz 1 2
Pt 1.79 0.53 -1.31
C -0.46 -3.17 1.63
C -1.41 -2.03 1.32
C -2.47 -2.43 0.31
C -2.03 -1.45 2.58
O -0.56 -1.00 0.70
Ge -0.77 0.70 0.56
O 0.24 1.71 1.49
C 0.08 2.31 2.82
C 0.80 1.41 3.81
C -1.40 2.43 3.12
C 0.74 3.67 2.71
O -1.25 1.26 -0.97
C -2.46 1.89 -1.54
C -2.19 3.38 -1.59
C -3.63 1.55 -0.64
C -2.60 1.28 -2.92
H -0.97 -3.92 2.23
H 0.40 -2.80 2.19
H -0.11 -3.63 0.71
H -3.08 -3.24 0.71
H -2.00 -2.77 -0.61
H -3.13 -1.59 0.08
H -2.64 -2.20 3.09
H -2.70 -0.62 2.33
H -1.26 -1.10 3.27
H 0.31 0.44 3.89
H 0.81 1.87 4.80
H 1.83 1.25 3.49
H -1.86 1.43 3.19
H -1.90 3.01 2.34
H -1.57 2.93 4.07
H 1.80 3.56 2.45
H 0.67 4.20 3.66
H 0.26 4.27 1.94
H -1.96 3.76 -0.60
H -3.07 3.90 -1.96
H -1.35 3.59 -2.26
H -3.50 2.00 0.35
H -3.74 0.46 -0.54
H -4.56 1.94 -1.05
H -1.72 1.52 -3.52
H -3.47 1.71 -3.42
H -2.72 0.20 -2.86
O 2.97 2.70 -3.96
S 1.70 2.49 -3.36
O 1.40 0.95 -3.21
O 0.54 3.13 -3.88
S 1.83 2.78 -1.28
Se 0.22 -1.92 -2.90
N 1.58 -1.56 -1.76
C 2.42 -2.59 -1.79
C 3.61 -2.74 -1.02
C 4.33 -3.88 -1.16
C 3.94 -4.93 -2.05
C 2.81 -4.84 -2.79
C 2.00 -3.67 -2.67
N 0.87 -3.49 -3.31
H 3.91 -1.95 -0.34
H 5.23 -4.01 -0.58
H 4.56 -5.81 -2.12
H 2.48 -5.63 -3.46
S 5.23 1.67 1.11
C 4.04 0.89 0.46
N 3.14 0.22 0.04
*
```

Output
Orbital gap (spin up / spin down) ... 6.96 / 5.58 eV
Expectation value of S² ... 0.768


Record 8
Here is a cluster of 2 separate species, C4H8O2 in total from the Open Molecules 2025 dataset. Energies are from wB97M-V/def2-TZVPD.

Geometry as ORCA input:
```
! RIJCOSX wB97M-V def2-TZVPD def2/J DEFGRID3
* xyz 0 1
C -1.39 -0.63 1.52
C -0.53 -0.35 0.32
C 0.84 -0.85 0.22
O 0.58 0.52 0.53
H -1.96 -1.56 1.37
H -0.78 -0.74 2.41
H -2.11 0.18 1.69
H -1.05 -0.15 -0.62
H 1.26 -1.44 1.04
H 1.27 -1.03 -0.76
C 0.93 1.64 -1.79
O 0.12 1.05 -2.46
H 1.96 1.27 -1.65
H 0.71 2.61 -1.30
*
```

Output
SMILES string ... C[C@@H]1CO1.C=O
Orbital gap ... 11.02 eV